Entry 1:
ORCA calculation (the ωB97M-V functional and the def2-TZVPD basis) on an isolated ion of composition C7H15N2O and charge +1.

```
! RIJCOSX wB97M-V def2-TZVPD def2/J DEFGRID3
* xyz 1 1
C 2.229 1.299 0.402
C 1.570 0.395 1.166
C 0.350 -0.325 -0.711
C -3.344 0.790 0.109
C 1.966 -1.981 0.370
C -0.797 0.618 -0.180
C -2.164 -0.145 -0.142
N 1.770 1.426 -0.860
N 1.037 -0.791 0.447
O 0.375 -1.061 -1.850
H 2.660 2.246 0.891
H 1.723 0.271 2.211
H -3.067 1.430 0.962
H -4.349 0.321 0.175
H -3.409 1.439 -0.683
H 2.037 -2.345 1.358
H 1.598 -2.722 -0.363
H 3.006 -1.647 0.001
H -0.543 0.989 0.785
H -0.661 1.532 -0.764
H -2.292 -0.670 -1.013
H -1.965 -0.967 0.701
H 2.257 1.883 -1.612
H 0.326 -1.100 1.100
H -0.314 -0.886 -2.500
*
```

The calculation puts the energy relative to the best compared isomer or geometry (same formula, charge and spin) at 5.776 eV. The LUMO energy (alpha / beta) is -4.1 / -4.1 eV. The strongest force on any atom is 0.070 hartree/bohr. The value obtained for the frontier orbital gap (alpha / beta) is 7.86 / 7.87 eV. As for the HOMO energy (alpha / beta): -12.0 / -12.0 eV.

---

Entry 2:
ORCA calculation (the ωB97M-V functional and the def2-TZVPD basis) on one molecule with the formula C7H15N2O3P.

```
! RIJCOSX wB97M-V def2-TZVPD def2/J DEFGRID3
* xyz 0 1
C 0.030 -1.540 -0.059
C 1.251 0.913 1.202
C -2.021 -2.730 0.423
C -2.018 -1.067 -1.339
C -0.636 2.458 0.976
C 1.426 2.635 -0.538
C 0.876 -0.696 -0.670
N -1.336 -1.617 -0.170
N 0.734 1.931 0.591
O 3.384 0.014 -1.146
O 2.374 0.513 1.152
O 2.935 -2.002 0.565
P 2.573 -0.794 -0.281
H 0.451 -2.189 0.747
H 0.461 0.493 1.980
H -2.411 -2.639 1.472
H -1.456 -3.659 0.673
H -2.825 -3.046 -0.299
H -1.496 -0.150 -1.492
H -3.048 -0.887 -0.964
H -1.941 -1.852 -2.110
H -1.184 1.810 1.743
H -1.052 2.511 -0.043
H -0.585 3.450 1.482
H 1.347 1.911 -1.329
H 2.468 2.723 -0.217
H 1.054 3.594 -0.812
H 0.644 -0.089 -1.538
*
```

The calculation puts the energy relative to the best compared isomer or geometry (same formula, charge and spin) at 0.092 eV. The LUMO energy is 0.3 eV. The strongest force on any atom is 0.119 hartree/bohr. The value obtained for the frontier orbital gap is 8.84 eV. As for the HOMO energy: -8.5 eV.

---

Entry 3:
ORCA calculation (the ωB97M-V functional and the def2-TZVPD basis) on a 2-piece molecular cluster, C7H15N2O4 overall.

```
! RIJCOSX wB97M-V def2-TZVPD def2/J DEFGRID3
* xyz 1 1
O 2.293 -0.753 2.384
C 3.203 -1.095 1.297
C 3.276 0.101 0.228
O 2.024 0.362 -0.469
C 1.817 -0.671 -1.459
O 0.436 -1.046 -1.638
C -0.183 -1.448 -0.402
N -1.440 -0.625 -0.271
C -2.703 -1.115 -0.847
C -3.631 0.064 -0.493
N -2.853 1.063 0.201
C -1.480 0.666 0.360
H 1.764 -1.566 2.525
H 2.867 -2.066 0.765
H 4.274 -1.307 1.678
H 3.591 1.041 0.823
H 4.098 -0.051 -0.567
H 2.468 -1.607 -1.306
H 2.160 -0.223 -2.470
H -0.549 -2.540 -0.494
H 0.491 -1.392 0.516
H -2.904 -2.097 -1.388
H -4.737 0.102 -0.787
H -3.237 1.979 0.535
H -0.594 1.188 0.842
O -3.786 4.089 0.126
H -3.495 4.609 0.888
H -3.170 4.339 -0.576
*
```

The LUMO energy is -3.4 eV. The strongest force on any atom is 0.133 hartree/bohr. The value obtained for the frontier orbital gap is 9.77 eV. As for the HOMO energy: -13.2 eV.

---

Entry 4:
ORCA calculation (the ωB97M-V functional and the def2-TZVPD basis) on an isolated ion of composition C7H15N2S and charge +1.

```
! RIJCOSX wB97M-V def2-TZVPD def2/J DEFGRID3
* xyz 1 1
C 1.727 0.151 1.382
C 2.235 0.285 -1.053
C 0.299 0.615 1.053
C 0.719 0.645 -1.352
C 2.216 -0.619 0.146
C -0.018 -0.072 -0.306
C -1.826 -0.330 -0.629
N -2.615 0.684 -0.182
N -2.093 -1.665 0.037
S 0.812 -1.780 -0.219
H 2.256 1.031 1.663
H 1.764 -0.513 2.203
H 2.636 -0.332 -1.878
H 2.766 1.222 -0.750
H -0.272 0.283 1.892
H 0.249 1.758 0.890
H 0.652 1.766 -1.130
H 0.434 0.228 -2.282
H 3.154 -1.123 0.138
H -1.893 -0.480 -1.745
H -3.580 0.693 -0.484
H -2.458 1.031 0.780
H -1.088 -2.028 -0.157
H -2.727 -2.420 -0.415
H -2.204 -1.324 0.974
*
```

The calculation puts the energy relative to the best compared isomer or geometry (same formula, charge and spin) at 2.619 eV. The LUMO energy is -3.2 eV. The strongest force on any atom is 0.084 hartree/bohr. The value obtained for the frontier orbital gap is 9.73 eV. As for the HOMO energy: -13.0 eV.

---

Entry 5:
ORCA calculation (the ωB97M-V functional and the def2-TZVPD basis) on an isolated ion of composition C7H15N2S2 and charge +1.

```
! RIJCOSX wB97M-V def2-TZVPD def2/J DEFGRID3
* xyz 1 3
C -1.601 -1.488 -1.126
C -0.822 -0.622 -1.760
C -1.149 -0.661 1.022
C -1.617 -2.923 0.824
C -1.266 1.392 2.768
C 0.820 1.221 -1.795
C 1.553 2.202 -0.804
N -1.306 -1.676 0.212
N 0.009 0.202 -1.101
S 2.596 1.094 0.319
S -1.460 0.991 0.925
H -2.277 -2.252 -1.567
H -1.174 -0.432 -2.785
H -0.771 -0.871 2.027
H -1.693 -2.886 1.894
H -2.514 -3.575 0.476
H -0.960 -3.737 0.553
H -0.977 0.447 3.188
H -2.258 1.599 2.971
H -0.600 2.154 2.804
H 1.710 0.781 -2.490
H 0.131 1.784 -2.428
H 2.195 2.791 -1.483
H 0.847 2.832 -0.213
H 0.569 -0.027 -0.218
H 3.178 0.427 -0.642
*
```

The calculation puts the energy relative to the best compared isomer or geometry (same formula, charge and spin) at 0.000 eV. The LUMO energy (alpha / beta) is -2.5 / -6.4 eV. The strongest force on any atom is 0.121 hartree/bohr. The value obtained for the frontier orbital gap (alpha / beta) is 6.98 / 6.26 eV. As for the HOMO energy (alpha / beta): -9.5 / -12.6 eV. As for the expectation value of S²: 2.01.

---

Entry 6:
ORCA calculation (the ωB97M-V functional and the def2-TZVPD basis) on an isolated ion of composition C7H15N3 and charge +2.

```
! RIJCOSX wB97M-V def2-TZVPD def2/J DEFGRID3
* xyz 2 3
C -0.858 2.523 -0.609
C -1.254 1.796 -1.781
C -0.584 0.416 -1.636
C -0.331 -0.132 -0.222
C 0.615 0.845 0.492
C 1.400 1.745 2.586
C 0.410 -1.515 -0.409
N -0.359 2.856 0.354
N 0.617 0.791 1.790
N -0.639 -2.651 -0.534
H -2.341 1.749 -1.840
H -0.918 2.244 -2.679
H -1.114 -0.278 -2.231
H 0.539 0.364 -2.004
H -1.315 -0.405 0.345
H 1.324 1.351 -0.041
H 0.735 2.721 2.687
H 1.637 1.372 3.612
H 2.426 2.001 2.120
H 1.029 -1.905 0.325
H 1.014 -1.353 -1.260
H -0.186 0.271 2.260
H -1.132 -2.641 -1.473
H -1.402 -2.518 0.091
H -0.054 -3.432 -0.554
*
```

The calculation puts the energy relative to the best compared isomer or geometry (same formula, charge and spin) at 0.673 eV. The LUMO energy (alpha / beta) is -6.7 / -12.1 eV. The strongest force on any atom is 0.188 hartree/bohr. The value obtained for the frontier orbital gap (alpha / beta) is 7.79 / 7.16 eV. As for the HOMO energy (alpha / beta): -14.5 / -19.3 eV. As for the expectation value of S²: 2.01.

---

Entry 7:
ORCA calculation (the ωB97M-V functional and the def2-TZVPD basis) on a 2-piece molecular cluster, C7H15N3O2S overall.

```
! RIJCOSX wB97M-V def2-TZVPD def2/J DEFGRID3
* xyz 0 1
C 1.065 -2.580 -1.113
C -0.186 -2.172 -1.890
C 1.051 -2.051 0.320
C -0.252 -0.674 -2.108
C 1.092 -0.539 0.382
C -2.309 3.197 1.130
C -0.542 2.660 2.687
N 0.194 0.432 3.110
N -0.408 1.502 2.920
N -1.369 3.562 2.184
O -1.571 -0.323 0.167
O -0.210 1.545 -0.649
S -0.358 0.117 -0.472
H 1.122 -3.670 -1.086
H 1.956 -2.216 -1.632
H -0.206 -2.687 -2.854
H -1.073 -2.470 -1.327
H 0.143 -2.386 0.823
H 1.907 -2.454 0.866
H 0.637 -0.273 -2.587
H -1.138 -0.379 -2.665
H 1.951 -0.111 -0.128
H -2.963 4.047 0.941
H -1.796 2.904 0.212
H -2.901 2.350 1.473
H 1.028 -0.177 1.413
H -0.148 -0.050 3.943
H -0.984 4.493 2.103
*
```

The calculation puts the energy relative to the best compared isomer or geometry (same formula, charge and spin) at 0.923 eV. The LUMO energy is 0.8 eV. The strongest force on any atom is 0.031 hartree/bohr. The value obtained for the frontier orbital gap is 8.94 eV. As for the HOMO energy: -8.1 eV.

---

Entry 8:
ORCA calculation (the ωB97M-V functional and the def2-TZVPD basis) on one molecule with the formula C7H15N3O4S.

```
! RIJCOSX wB97M-V def2-TZVPD def2/J DEFGRID3
* xyz 0 1
C -2.486 0.123 0.596
C -4.235 1.578 -0.598
C 1.998 0.189 2.056
C 2.663 -0.638 -0.777
C 0.904 -2.132 -0.210
C -2.774 1.386 -0.285
C 1.002 0.239 0.928
N -1.186 -0.105 0.485
N -0.305 0.227 1.295
N 1.335 -0.749 -0.308
O 2.383 2.057 -0.455
O -3.442 -0.504 1.019
O 0.131 1.392 -1.274
O 0.254 2.865 0.659
S 0.954 1.879 -0.095
H -4.563 1.795 -1.669
H -4.604 2.487 -0.109
H -4.696 0.751 -0.146
H 3.010 0.067 1.712
H 1.703 -0.617 2.686
H 1.862 1.073 2.701
H 3.368 -1.232 -0.076
H 2.555 -1.217 -1.751
H 3.034 0.436 -0.906
H 0.987 -2.562 0.722
H -0.157 -2.130 -0.290
H 1.419 -2.682 -0.951
H -2.175 1.274 -1.196
H -2.400 2.136 0.291
H 0.679 -0.170 -0.834
*
```

The calculation puts the energy relative to the best compared isomer or geometry (same formula, charge and spin) at 3.909 eV. The LUMO energy is -0.7 eV. The strongest force on any atom is 0.111 hartree/bohr. The value obtained for the frontier orbital gap is 9.07 eV. As for the HOMO energy: -9.8 eV.